A 6-piece molecular cluster, C36H30N6O12 overall in a non-equilibrium geometry. Source: the OMol25 dataset; level of theory: wB97M-V/def2-TZVPD.

Structure (XYZ):
```
84
Properties=species:S:1:pos:R:3
O 26.14546 -33.48780 0.38428
O 25.64397 -35.29448 -0.64160
O 16.81033 -37.04679 0.83863
O 18.46350 -43.62974 -1.57249
O 21.97507 -45.04057 0.35204
O 15.92467 -31.62882 -5.35789
O 21.42595 -42.98810 -0.04417
O 17.32501 -38.95324 1.64796
O 17.09781 -40.20280 -4.20076
O 14.48187 -30.96637 -3.91482
O 20.11264 -42.66970 -2.58849
O 15.88515 -38.59028 -3.46548
N 15.19508 -31.81577 -4.40553
N 19.46831 -43.63844 -2.22080
N 21.85260 -43.87071 0.67667
N 16.86872 -39.29490 -3.44579
N 17.37068 -37.73999 1.65343
N 25.33392 -34.34158 0.06237
C 23.11744 -35.37890 0.44024
C 21.36010 -45.04463 -2.95076
C 18.07004 -35.78065 2.99450
C 23.61677 -44.07117 3.98451
C 14.92552 -34.45950 -1.76723
C 21.29107 -34.09137 1.23176
C 18.21489 -37.12537 2.67712
C 19.62148 -39.77630 -1.01015
C 17.92038 -38.93382 -2.48411
C 18.87079 -35.16804 3.95077
C 19.66015 -47.09034 -3.69185
C 19.13919 -37.87080 3.38816
C 18.67757 -39.99678 -1.98926
C 15.69218 -34.23462 -4.45477
C 21.83284 -35.32705 0.89160
C 15.26023 -33.10525 -3.77953
C 18.15166 -37.64368 -2.05387
C 15.27815 -35.60601 -2.50413
C 20.08808 -37.20254 4.13319
C 23.12007 -44.44205 2.73272
C 21.88226 -46.17035 -3.55961
C 22.54248 -41.89288 3.76026
C 15.60353 -35.44673 -3.81477
C 22.15168 -42.25239 2.48082
C 20.00342 -44.89283 -2.74537
C 19.93205 -35.87275 4.52073
C 19.88916 -38.48625 -0.60441
C 23.93554 -34.24216 0.44248
C 23.42018 -33.02351 0.80576
C 19.14982 -45.90996 -3.14334
C 22.34079 -43.53512 2.00390
C 23.30492 -42.80944 4.47151
C 19.17215 -37.40713 -1.11161
C 22.09214 -32.94822 1.23788
C 21.02895 -47.18119 -3.96197
C 14.85970 -33.24910 -2.42918
H 20.30477 -33.93451 1.64889
H 21.93174 -44.16438 -2.67982
H 20.69974 -38.31216 0.09623
H 20.56930 -35.42269 5.26718
H 18.12388 -45.90040 -2.79383
H 21.56165 -41.49530 1.97920
H 15.93488 -36.29274 -4.40794
H 23.62624 -42.54369 5.47298
H 19.22338 -38.93308 3.19777
H 21.18591 -36.18678 1.01248
H 18.45538 -41.02291 -2.23511
H 20.88731 -37.78776 4.57251
H 22.94385 -46.23904 -3.74947
H 14.67339 -34.52370 -0.71903
H 18.98659 -47.92754 -3.79759
H 24.02118 -32.12738 0.88250
H 24.15785 -44.74189 4.63438
H 15.23648 -36.60008 -2.08052
H 17.55967 -36.77361 -2.29144
H 20.17894 -40.62679 -0.64025
H 16.07735 -34.16319 -5.46205
H 21.67031 -31.99418 1.51871
H 23.51307 -36.29171 0.01160
H 21.41861 -48.00733 -4.54251
H 14.64426 -32.40300 -1.78978
H 22.39669 -40.91622 4.19651
H 17.23509 -35.22532 2.58455
H 18.72385 -34.12565 4.19760
H 23.36767 -45.43276 2.38336
H 19.21526 -36.38526 -0.76300
```

## Properties
relative energy (zero: lowest compared OMol25 entry of this formula, charge and spin): 112.5 kJ/mol
HOMO energy: -9.661 eV
2S+1: 1
strongest force on any atom: 2.41 eV Å⁻¹
LUMO level: -0.929 eV
SMILES: O=[N+]([O-])c1ccccc1.O=[N+]([O-])c1ccccc1.O=[N+]([O-])c1ccccc1.O=[N+]([O-])c1ccccc1.O=[N+]([O-])c1ccccc1.O=[N+]([O-])c1ccccc1

A 3-piece molecular cluster, C12H42N7O5P4S overall in a non-equilibrium geometry. Source: the OMol25 dataset; level of theory: wB97M-V/def2-TZVPD.

Structure (XYZ):
```
71
Properties=species:S:1:pos:R:3
S -0.59350 0.08522 0.81496
P 1.25930 -1.00480 1.08122
P -0.46889 1.58992 -0.73662
P -6.07127 -0.29716 -2.34672
P 5.85548 -0.63064 1.79624
O 4.55774 0.06385 1.31625
O -4.54008 -0.13863 -2.23839
O 0.87815 -2.30047 1.80161
O 1.09412 1.83447 -1.23657
O -1.32390 1.17465 -2.09239
N 6.34325 -1.01446 0.18406
N 7.20382 -1.60745 2.43110
N -6.15350 -1.26347 -0.91560
N -7.79157 -0.63167 -2.66507
N -6.33807 1.39053 -2.17727
N 6.46346 0.81702 2.48584
N -1.12247 2.91661 -0.13259
C 8.64013 -1.41832 2.40759
C 7.70482 1.54168 2.32308
C -7.15669 2.17411 -1.27911
C 5.75954 1.28006 3.67974
C -4.90525 -1.92045 -0.50789
C -5.91148 2.20446 -3.31445
C -8.05984 -0.70926 -4.10611
C -9.00567 -0.22196 -1.98999
C 7.58329 -0.67089 -0.49928
C -6.94205 -1.04319 0.28848
C 5.27894 -1.03451 -0.82735
C 6.83777 -2.26283 3.69225
H -8.89466 0.03485 -0.94381
H -5.79631 3.25743 -3.04621
H 5.56333 -1.64177 -1.69067
H 1.92673 -1.30011 -0.14456
H 9.01617 -0.79461 1.60629
H -7.24942 -1.23529 -4.62235
H -5.10262 -2.78646 0.12992
H 7.48131 -3.12144 3.90043
H -7.96616 -1.39661 0.16125
H -9.48538 0.63442 -2.47799
H -0.80041 0.79239 1.99574
H 6.05106 0.69913 4.56372
H 8.38262 -1.36693 -0.24213
H -4.36288 -2.31398 -1.36825
H -6.92050 -0.00771 0.63068
H 7.88962 0.36212 -0.33472
H 9.11928 -2.39544 2.27691
H -6.63065 2.14151 -4.14052
H 5.04095 -0.02453 -1.18037
H -6.57937 -1.63012 1.13586
H 5.95454 2.33436 3.88883
H -8.14775 0.29194 -4.54666
H 7.50239 -0.77387 -1.58393
H -8.98341 -1.25579 -4.31408
H 9.02074 -0.99541 3.34437
H 7.52652 2.62209 2.32635
H 8.40598 1.33294 3.14026
H -8.09800 2.48111 -1.75148
H -4.24919 -1.23164 0.03975
H 4.36924 -1.49652 -0.43777
H 4.67705 1.18973 3.55940
H 8.20946 1.34106 1.38395
H 1.55290 2.36333 -0.55773
H -9.72079 -1.05225 -2.02032
H 5.80730 -2.63314 3.65042
H 2.16788 -0.29321 1.94549
H -6.63738 3.09170 -0.98175
H -1.40983 2.71685 0.83580
H -4.93843 1.87848 -3.68990
H -2.28650 1.17632 -1.86505
H 6.91272 -1.56598 4.53646
H -7.39374 1.66864 -0.34861
```

## Properties
HOMO energy: -9.543 eV
2S+1: 1
strongest force on any atom: 8.69 eV Å⁻¹
net charge: +1
LUMO level: -4.627 eV

A 2-piece molecular cluster, C47H42N3 overall in a non-equilibrium geometry. Source: the OMol25 dataset; level of theory: wB97M-V/def2-TZVPD.

Structure (XYZ):
```
92
Properties=species:S:1:pos:R:3
N 0.91252 2.93096 2.46785
N 4.93799 -1.30108 -1.31016
N -4.88372 -0.88025 -1.18206
C -1.64641 1.00926 6.36512
C -5.49188 0.00478 -2.11435
C 0.09906 2.23530 5.20599
C 5.20059 -2.59406 -1.83184
C -5.10654 -3.14504 -2.01224
C 5.96647 -4.84845 -1.47127
C 2.59638 -1.73009 -0.88027
C -7.11871 -3.64676 -0.13054
C -0.33786 1.50540 6.31744
C 1.23015 5.28985 2.79037
C -0.79063 2.51627 4.16274
C -6.69131 1.76865 -3.87332
C -2.10172 2.04099 4.21440
C -5.80758 0.79605 -4.35764
C 5.63918 -3.59508 -0.95750
C -6.41187 0.93831 -1.62359
C 1.35755 -0.15807 0.53319
C 5.70470 0.51888 -2.71177
C 1.83738 4.01342 2.17921
C 5.41125 -4.08009 -3.70954
C -7.00288 1.83633 -2.50734
C 5.14919 -2.80272 -3.21163
C 3.75002 0.13107 0.22134
C -6.74998 -4.63721 -1.04839
C 7.95911 0.82418 -1.06550
C -3.45496 -0.64759 0.74792
C -5.46821 -2.16934 -1.07857
C 7.75948 1.66955 -2.16357
C -5.22092 -0.11353 -3.47400
C -0.09473 4.86933 3.44733
C 2.58566 0.46597 0.88385
C 3.77004 -0.98810 -0.64134
C -2.25644 -0.26163 1.30819
C 5.83672 -5.09512 -2.84429
C 6.64310 1.50898 -2.99200
C 1.40226 -1.26767 -0.36648
C -3.61474 -0.61392 -0.64923
C -6.49842 -2.39713 -0.16174
C 5.89990 -0.29335 -1.59416
C -5.74863 -4.38086 -1.99264
C 7.04351 -0.19295 -0.79735
C -2.53778 -0.28201 -1.48383
C -1.12760 0.00194 0.49001
C -0.33914 3.39880 3.01616
C -2.52540 1.29186 5.31488
C 0.12732 0.25898 1.12352
C -1.29116 -0.05290 -0.92748
H 7.18681 -0.90695 0.01878
H 6.31499 -5.62603 -0.79106
H 6.07580 -6.08169 -3.24479
H 4.88296 -1.96883 -3.86547
H -4.34713 -2.89978 -2.75867
H 2.07315 4.10129 1.10712
H 4.82962 0.33965 -3.34264
H -7.69831 2.58131 -2.11876
H -4.30354 -0.94910 1.36313
H 1.91733 5.75794 3.50400
H 1.13142 2.59101 5.13658
H 0.34534 1.33376 7.14822
H -2.77313 2.27326 3.38265
H 4.66850 0.70079 0.37425
H -3.55469 0.94040 5.35064
H 5.73538 -3.35862 0.10481
H -1.11324 3.37797 2.22790
H 0.85017 2.21735 1.75609
H -7.89463 -3.83697 0.61008
H 1.03371 6.00621 1.98950
H -0.92321 5.49871 3.10561
H 8.82576 0.94353 -0.41571
H -2.68764 -0.26883 -2.56346
H 2.57241 1.23614 1.65597
H -1.97430 0.40292 7.21181
H 5.28404 -4.26959 -4.77654
H -5.56302 0.73374 -5.41882
H 0.48705 -1.78693 -0.63991
H 6.48943 2.14537 -3.86194
H 0.11875 0.48272 2.19383
H 2.79966 3.78981 2.66014
H -0.43772 0.09019 -1.59086
H 8.48333 2.45558 -2.38381
H -7.24493 -5.61068 -1.02929
H -6.79901 -1.58367 0.50164
H 2.64089 -2.62505 -1.50538
H -7.15546 2.47272 -4.56564
H -4.53892 -0.89842 -3.80996
H -5.46122 -5.13883 -2.71966
H -6.62152 0.93683 -0.55127
H -0.01454 4.94730 4.53622
H -2.14058 -0.19666 2.39088
```

## Properties
relative energy (zero: lowest compared OMol25 entry of this formula, charge and spin): 0.0 kJ/mol
HOMO energy: -10.450 eV
2S+1: 1
strongest force on any atom: 2.26 eV Å⁻¹
net charge: +1
LUMO level: -4.641 eV

A 2-piece molecular cluster, C4H2IPS overall in a non-equilibrium geometry. Source: the OMol25 dataset; level of theory: wB97M-V/def2-TZVPD.

Structure (XYZ):
```
9
Properties=species:S:1:pos:R:3
I 1.73626 -0.71868 -3.34466
S 0.33604 -2.55353 -3.02871
P -2.15565 -0.46649 -0.93536
C -0.75269 -1.73835 1.33190
C -0.96678 0.66981 -1.43746
C -0.07964 1.36872 -1.86971
C -1.21177 -1.10795 0.37946
H 0.76019 1.85218 -2.25567
H -0.33467 -1.89470 2.28741
```

## Properties
relative energy (zero: lowest compared OMol25 entry of this formula, charge and spin): 0.0 kJ/mol
HOMO energy (alpha / beta): -7.831 / -8.853 eV
2S+1: 3
strongest force on any atom: 2.42 eV Å⁻¹
LUMO level (alpha / beta): -0.744 / -2.631 eV

A 2-piece molecular cluster, C5H5IN2O2 overall in a non-equilibrium geometry. Source: the OMol25 dataset; level of theory: wB97M-V/def2-TZVPD.

Structure (XYZ):
```
15
Properties=species:S:1:pos:R:3
I -3.05350 -0.99760 -0.51117
O -0.22211 2.83406 0.73103
O -0.88605 2.30131 -1.23303
N -0.58569 0.31175 0.46254
N -1.13657 2.35272 0.18617
C 1.19403 -1.65516 -0.01530
C 1.61340 -0.42418 0.43800
C 0.66379 0.49307 0.75888
C -0.12443 -1.89842 -0.21741
C -0.91227 -0.80992 -0.09106
H 0.72335 1.43387 1.39324
H 2.61917 -0.31898 0.67698
H 1.96593 -2.26261 -0.38184
H -0.47018 -2.89722 -0.65098
H -1.38888 1.53730 -1.54604
```

## Properties
relative energy (zero: lowest compared OMol25 entry of this formula, charge and spin): 167.7 kJ/mol
HOMO energy: -9.565 eV
2S+1: 1
strongest force on any atom: 3.51 eV Å⁻¹
LUMO level: 0.018 eV
SMILES: Ic1ccccn1.O=NO

A 2-piece molecular cluster, C4H10N2 overall in a non-equilibrium geometry. Source: the OMol25 dataset; level of theory: wB97M-V/def2-TZVPD.

Structure (XYZ):
```
16
Properties=species:S:1:pos:R:3
N 2.53170 1.99032 -0.07822
N 0.75762 3.06911 -1.08420
C -0.61633 -1.09597 1.23548
C 1.19415 2.24061 -0.22338
C -1.70389 -2.16426 -0.74698
C -1.01826 -2.17140 0.58974
H -2.03999 -3.16483 -1.01662
H -0.25128 3.14000 -1.04821
H 0.45589 1.77165 0.43128
H -1.05994 -0.11321 1.06972
H -0.00214 -1.08544 2.12882
H -0.97759 -1.90513 -1.48956
H 3.07233 2.76355 -0.41645
H -2.58852 -1.54619 -0.85707
H 2.79554 1.39071 0.67586
H -0.54928 -3.11949 0.82978
```

## Properties
relative energy (zero: lowest compared OMol25 entry of this formula, charge and spin): 148.4 kJ/mol
HOMO energy: -9.308 eV
2S+1: 1
strongest force on any atom: 1.71 eV Å⁻¹
LUMO level: 0.930 eV
SMILES: [H]/N=C/N.C=CC

A 13-piece molecular cluster, C28H57Br24ClFNO4S overall in a non-equilibrium geometry. Source: the OMol25 dataset; level of theory: wB97M-V/def2-TZVPD.

Structure (XYZ):
```
117
Properties=species:S:1:pos:R:3
Br -7.10037 9.02460 1.18619
Br 8.25114 -5.10127 3.44864
Br 5.86755 4.51535 9.04890
Br 4.54989 3.15774 -0.42261
Br 3.24247 5.95096 2.40147
Br -3.78565 -4.70908 -5.24745
Br 1.36590 -4.18397 -0.55739
Br 1.20140 -0.71501 -2.68846
Br 7.62389 5.13214 5.89591
Br -11.41831 -3.52242 -7.10260
Br -8.30599 -3.74961 -3.45685
Br 5.80849 -6.39281 1.00066
Br -4.69676 8.04971 -1.44499
Br 6.66429 3.53696 2.56434
Br 9.28706 0.40807 6.17177
Br -1.47002 -1.42080 -5.17422
Br 7.02165 -1.74306 1.38931
Br 2.63917 2.33589 2.70713
Br 2.83473 -0.99224 0.72620
Br 5.78120 1.40043 6.47591
Br 4.97638 -2.65054 4.33736
Br -10.12071 -1.16421 -1.64264
Br -8.67599 -5.90132 -7.55140
Br -4.56984 -6.03274 -8.56807
Cl -1.49929 2.25783 -3.16991
S -5.59478 2.83724 -0.79965
F -5.98323 2.84770 0.72247
O -6.81009 2.59045 -1.46195
O -6.01530 -0.23272 -1.18520
O -4.81790 3.98266 -1.04548
O -6.88339 -1.07532 -0.45059
N -4.58859 1.54992 -0.71630
C 2.36281 4.96832 3.82725
C -11.49279 -5.37101 -7.69604
C 1.32907 -1.44028 -4.47939
C 7.37438 5.69115 8.70031
C 7.10057 2.77784 0.82243
C 3.02286 3.63989 4.08986
C 8.44642 1.56020 7.49554
C 3.18501 -3.77511 0.00161
C -3.72792 1.44438 -1.92867
C 6.63922 -0.73574 3.01787
C 7.58911 -5.67229 0.71655
C -5.99010 6.96315 -0.49007
C -5.13176 -6.01348 -5.74940
C -4.64560 -6.92690 -6.84500
C -10.49577 -6.23124 -6.96182
C 7.07476 1.07320 7.88330
C -2.36182 2.00037 -1.62983
C -9.51799 -1.15839 -3.49793
C 6.44470 3.53978 -0.29761
C -7.27571 7.70084 -0.22698
C 8.55457 -6.07909 1.79971
C 0.34835 -0.78607 -5.41806
C -9.65266 -2.52042 -4.12660
C 7.26013 6.35977 7.35660
C 3.23684 -2.84097 1.17680
C -1.56457 1.13385 -0.69519
C -5.14518 0.31700 -0.21550
C 6.60863 -1.60787 4.24212
H 6.71722 1.61644 8.75572
H 6.87997 3.25206 -1.25283
H 2.34502 -1.23095 -4.80956
H -5.50600 6.64284 0.42844
H 7.43820 -0.00265 3.10300
H 2.65132 3.21352 5.02001
H 6.61080 -0.95716 5.11087
H 4.10612 3.72879 4.13153
H 8.18432 2.83694 0.74190
H -5.68148 0.48454 0.69505
H 7.05669 0.00398 8.07758
H -4.31747 -0.34733 -0.03134
H 7.91592 -6.06117 -0.24573
H 7.47971 -4.59249 0.66387
H -5.32826 -7.76560 -6.96773
H 6.54046 4.61343 -0.15886
H -8.04291 7.00626 0.10927
H 6.26182 6.75342 7.18644
H 3.68975 -3.36741 -0.87016
H 7.36934 6.43434 9.49509
H -11.31148 -5.35689 -8.76703
H 9.10729 1.55628 8.36009
H 9.57121 -5.83977 1.49380
H -6.01155 -5.45100 -6.04927
H -12.50665 -5.71110 -7.49615
H 0.32218 0.29216 -5.28478
H -1.29455 0.19890 -1.16893
H -7.62283 8.23572 -1.10655
H 1.32494 4.85188 3.52725
H -5.35244 -6.58923 -4.85292
H -3.67770 0.39598 -2.19115
H -10.61593 -2.97564 -3.91405
H -2.15488 0.93332 0.19318
H 0.59854 -1.02534 -6.44993
H 8.48324 -7.13535 2.04350
H 4.24254 -2.80583 1.58895
H 6.78869 1.73665 0.84388
H -2.49891 2.97237 -1.19132
H -3.64147 -7.29234 -6.64843
H 2.42314 5.60035 4.71096
H -7.63317 -1.01642 -1.03334
H 1.18136 -2.51431 -4.40359
H 2.53273 -3.12428 1.95454
H -10.13904 -0.42878 -4.01297
H 8.41093 2.55524 7.05685
H 5.69292 -0.22700 2.84661
H -6.17098 6.09837 -1.12273
H -10.69459 -7.28338 -7.15578
H 7.99212 7.16047 7.27231
H -4.16504 1.97430 -2.75585
H -9.49798 -2.46497 -5.20319
H 3.63099 -4.72360 0.29354
H -0.65989 1.63299 -0.37326
H -10.51115 -6.04469 -5.89127
H 8.27069 5.08131 8.77464
H -8.48569 -0.81754 -3.48991
H 7.43937 -2.30702 4.27288
```

## Properties
HOMO energy: -9.493 eV
2S+1: 1
strongest force on any atom: 1.64 eV Å⁻¹
LUMO level: 0.176 eV

One molecule with the formula C2ClNS in a non-equilibrium geometry. Source: the OMol25 dataset; level of theory: wB97M-V/def2-TZVPD.

Structure (XYZ):
```
5
Properties=species:S:1:pos:R:3
Cl -1.80328 -1.37006 0.01274
S -1.51874 1.65786 0.00874
N 1.72094 -0.17501 0.00201
C 0.57579 -0.09865 -0.00167
C -0.81283 0.12888 -0.06198
```

## Properties
relative energy (zero: lowest compared OMol25 entry of this formula, charge and spin): 0.0 kJ/mol
HOMO energy: -10.261 eV
2S+1: 1
strongest force on any atom: 3.67 eV Å⁻¹
LUMO level: -2.321 eV
SMILES: N#CC(=S)Cl